(1)
# C9H16O

A molecular structure, C9H16O in a non-equilibrium geometry (ωB97M-V/def2-TZVPD, OMol25).

HOMO energy (alpha / beta): -7.24 / -7.24 eV
ΔE to the lowest compared entry with this formula, charge and spin: 73.6 kcal/mol
LUMO (alpha / beta): 0.47 / 0.47 eV

Atoms and positions in Å:
C1 -0.95312 0.50771 -0.06786
C2 1.30254 0.11502 1.26063
C3 -0.53976 1.98544 -0.09281
C4 -2.26986 0.40841 0.71852
C5 -1.17875 0.02486 -1.50811
C6 1.82624 -0.41477 -0.22376
C7 0.09051 -0.42849 0.58364
C8 2.48211 -1.57638 -0.40117
C9 -0.28883 -1.69101 0.99767
O1 2.04580 0.66637 -1.04992
H1 2.53837 0.36931 -1.82392
H2 1.75014 -0.54067 1.99740
H3 1.36177 1.18742 1.41712
H4 -1.30180 2.55737 -0.62328
H5 -0.47343 2.39191 0.91665
H6 0.41137 2.12925 -0.59517
H7 -2.10717 0.63979 1.77122
H8 -2.70409 -0.58618 0.64810
H9 -2.99596 1.11772 0.32037
H10 -0.27847 0.15970 -2.10430
H11 -1.45023 -1.02981 -1.52582
H12 -1.98040 0.59713 -1.97495
H13 2.27092 -2.45613 0.17444
H14 3.26556 -1.66379 -1.14042
H15 0.03003 -2.09707 1.94319
H16 -0.85351 -2.37313 0.38254

---

(2)
# C4H8N2O

2 unconnected molecules or ions with the total composition C4H8N2O (ωB97M-V/def2-TZVPD, OMol25).

HOMO energy: -9.76 eV
SMILES: CCC=O.N=C=N
ΔE to the lowest compared entry with this formula, charge and spin: 46.9 kcal/mol
LUMO: 0.89 eV

Atoms and positions in Å:
C1 -2.20669 -1.02097 0.35517
C2 2.16048 0.11312 0.10651
C3 0.90500 0.97062 0.18130
C4 -0.09712 0.64010 -0.88105
N1 -3.14076 -0.98438 -0.40161
N2 -1.41279 -0.80362 1.23960
O1 -0.01580 -0.23716 -1.69503
H1 2.76856 0.23951 0.99895
H2 1.88434 -0.93235 0.01220
H3 2.75264 0.38720 -0.76292
H4 0.38795 0.82447 1.13364
H5 1.14125 2.03443 0.10866
H6 -0.98211 1.30652 -0.86234
H7 -1.01504 -1.47211 1.86538
H8 -3.12992 -1.06539 -1.39845